{"formula": "C51H66O4", "method": "ωB97M-V with the def2-TZVPD basis set", "elements": ["O", "O", "O", "O", "C", "C", "C", "C", "C", "C", "C", "C", "C", "C", "C", "C", "C", "C", "C", "C", "C", "C", "C", "C", "C", "C", "C", "C", "C", "C", "C", "C", "C", "C", "C", "C", "C", "C", "C", "C", "C", "C", "C", "C", "C", "C", "C", "C", "C", "C", "C", "C", "C", "C", "C", "H", "H", "H", "H", "H", "H", "H", "H", "H", "H", "H", "H", "H", "H", "H", "H", "H", "H", "H", "H", "H", "H", "H", "H", "H", "H", "H", "H", "H", "H", "H", "H", "H", "H", "H", "H", "H", "H", "H", "H", "H", "H", "H", "H", "H", "H", "H", "H", "H", "H", "H", "H", "H", "H", "H", "H", "H", "H", "H", "H", "H", "H", "H", "H", "H", "H"], "positions_angstrom": [[2.81783, 5.05768, 3.27512], [6.25675, 7.71959, 1.43408], [6.46312, 7.29184, 4.44432], [4.90974, 5.65028, 4.03096], [5.55224, 4.91457, 7.75679], [4.02379, 4.66291, -0.03927], [2.44773, 1.27104, -0.16072], [-3.86724, -9.43487, -13.37350], [-2.83871, -4.60810, -1.81438], [-5.11283, -1.71543, 3.83203], [3.23177, 2.31458, 0.65329], [5.91192, 9.11832, 1.53957], [5.70875, 4.36846, 9.02345], [-2.08338, -5.45048, -2.61814], [3.49442, 3.44142, 8.89827], [5.49000, 6.93387, 2.20386], [-3.85617, -8.43890, -12.40685], [-3.80610, -9.18368, -6.55119], [-4.49530, -8.64390, -11.19219], [4.36529, 4.72912, 7.06195], [-0.93271, -4.97791, -3.23349], [-5.16553, -10.83649, -11.91490], [4.42920, 6.22158, 1.82741], [-2.49364, -6.78683, -7.04118], [-0.77750, 3.22111, 4.00731], [-1.92424, 2.57754, 3.56230], [-5.76930, -0.37971, 4.21892], [-2.44086, -3.29234, -1.62455], [-3.16176, -8.98045, -7.76339], [-4.52303, -10.63288, -13.12823], [-1.88487, 3.76321, 6.07051], [-0.75914, 3.81697, 5.26030], [5.73393, 6.71377, 3.65733], [-1.21889, -1.41656, 1.68182], [-0.53297, -3.66305, -3.03929], [-3.05066, 2.52561, 4.37107], [-3.13471, -6.99132, -5.82708], [6.10919, 9.80687, 0.20474], [3.87149, 6.11165, 0.46254], [4.68055, 3.63077, 9.59373], [3.33626, 3.99332, 7.63441], [-1.28636, -2.82097, -2.23334], [0.52478, 0.37681, 1.18209], [3.91989, 5.55740, 3.05356], [2.84721, 3.76528, 0.33917], [4.81068, 10.26099, -0.45371], [-3.27730, -2.70958, 2.40485], [-1.93949, -2.11390, 2.82445], [-3.02988, 3.11577, 5.62696], [-5.14891, -9.84310, -10.94600], [0.03000, -0.69361, 2.16702], [-4.40077, -1.66429, 2.48541], [-3.78984, -8.18995, -5.58206], [-2.50433, -7.78270, -8.00771], [1.94482, 0.11163, 0.69322], [-5.13220, -1.88213, 1.71516], [2.55799, -0.03620, 1.57557], [-2.00049, -7.62639, -8.95316], [4.48125, 6.74743, -0.16294], [-0.89521, -2.20368, 1.00990], [-3.73689, -4.97676, -1.33575], [-2.39136, -6.47774, -2.76509], [2.40998, 3.84906, 7.09262], [4.14954, 4.65486, -1.11498], [4.10437, 10.68225, 0.25066], [4.33862, 9.44622, -0.98755], [-1.98526, -5.85058, -7.23289], [4.80362, 3.20307, 10.58046], [6.35506, 5.48654, 7.30861], [-0.10098, -0.29074, 3.16307], [-4.41365, -2.02416, 4.59794], [-5.64580, -10.00239, -9.99745], [1.95977, -0.82979, 0.15298], [-1.86998, 4.22624, 7.04858], [0.81892, -1.43588, 2.21925], [0.13342, 4.32288, 5.60511], [0.36617, -3.29481, -3.51600], [4.88081, 9.21781, 1.85800], [0.56310, 1.32659, 1.70570], [-3.17237, -9.75507, -8.51942], [3.08780, 2.07866, 1.70028], [-4.32085, -10.11682, -6.36167], [3.07007, 0.87196, -0.95462], [-5.87338, -2.48409, 3.80727], [-3.51868, -3.51243, 3.09284], [-1.93763, 2.11395, 2.58316], [6.63292, 4.51780, 9.56697], [-3.34886, -7.50252, -12.60007], [-0.13064, 0.43463, 0.32237], [-4.28898, -8.34981, -4.63472], [-4.53363, -11.40844, -13.88290], [-4.48341, -7.86961, -10.43586], [2.11613, 3.77157, -0.46029], [-6.84641, -0.47618, 4.25364], [-0.34767, -5.63529, -3.86400], [-3.02982, -2.63317, -0.99948], [4.24528, 5.15722, 6.07946], [-1.88386, -0.75026, 1.14505], [-3.23888, -3.13873, 1.41032], [-5.53299, 0.38340, 3.49353], [2.69335, 2.86391, 9.34180], [-3.99043, -0.67740, 2.31863], [-1.29603, -2.91051, 3.18026], [-5.44883, -0.07488, 5.20312], [-5.67904, -11.76997, -11.72449], [5.01618, 11.02506, -1.19040], [1.59450, 1.73584, -0.64164], [-3.94445, 2.02411, 4.02389], [2.83797, 6.43096, 0.43602], [6.53578, 9.58819, 2.28855], [2.35237, 4.18052, 1.20672], [-0.97349, -1.79604, -2.07879], [-3.36457, -9.27710, -14.31883], [-2.10870, -1.40297, 3.62695], [4.28566, 2.16329, 0.44620], [6.75327, 10.66727, 0.30601], [4.93426, 4.26727, 0.39249], [-3.90642, 3.07102, 6.26039], [0.10288, 3.25935, 3.37764], [6.60977, 9.12609, -0.47219], [-3.12387, -6.21542, -5.07367]], "mulliken_charge": [-0.58, -0.50, -0.56, -0.18, -0.53, -1.25, -0.93, -0.37, -0.37, -0.48, -0.62, -0.49, -0.39, -0.55, -0.47, 0.75, -0.45, -0.49, -0.29, -0.19, -0.45, -0.37, 0.11, -0.57, -0.32, -0.58, -1.17, -0.26, -0.39, -0.38, -0.35, -0.50, 0.33, -0.38, -0.41, -0.07, -0.36, -0.43, -0.74, -0.39, -0.32, -0.50, 0.26, 0.41, -0.47, -1.23, -0.66, -0.84, -0.56, -0.46, -1.17, -0.69, -0.42, -0.44, -1.11, 0.35, 0.45, 0.42, 0.17, 0.07, 0.39, 0.51, 0.47, 0.41, 0.35, 0.27, 0.38, 0.36, 0.40, 0.49, 0.36, 0.41, 0.38, 0.38, 0.51, 0.45, 0.38, 0.41, -0.39, 0.50, 0.31, 0.37, 0.37, 0.38, 0.41, 0.38, 0.36, 0.36, 0.44, 0.38, 0.36, 0.47, 0.49, 0.38, 0.41, 0.47, 0.37, 0.54, 0.14, 0.32, 0.36, 0.33, 0.42, 0.23, 0.36, 0.37, 0.49, 0.31, 0.46, 0.35, 0.14, 0.42, 0.36, 0.42, 0.45, 0.43, 0.62, 0.38, 0.44, 0.25, 0.58], "smiles": "CCCCCCCCCCCCCCC1=C(OCCC)C(=O)OC1=O.c1ccccc1.c1ccccc1.c1ccccc1.c1ccccc1.c1ccccc1", "spin_multiplicity": 1, "energy_ev": -62146.7258}